1.
Molecular formula: C5H9N3
Method: DFT, ωB97M-V/def2-TZVPD

Atoms and positions in Å:
C  -0.5365  1.6573  1.3356
C  -1.7084  -0.8879  -1.1364
N  -0.2390  0.2234  1.2044
C  -0.3523  -0.5496  -0.7342
C  0.9360  -0.5585  -0.6597
N  2.0192  -0.6836  -1.4795
C  1.2467  -0.0511  0.8189
N  2.2856  0.0317  1.4107
H  -0.5014  -0.2727  2.0560
H  2.8901  -0.5818  -0.9623
H  2.0207  -1.4469  -2.1386
H  0.0609  2.1321  2.1173
H  -1.5939  1.7827  1.5765
H  -0.3227  2.1468  0.3844
H  -1.6907  -1.2450  -2.1746
H  -2.1440  -1.6796  -0.5204
H  -2.3703  -0.0173  -1.0982

Cartesian forces (eV/Å) of the 2 atoms listed first:
C -0.199 -0.082 0.022
C -0.332 0.067 -0.101

ΔE to the lowest compared entry with this formula, charge and spin	462.0	kJ/mol
HOMO-LUMO gap (spin up / spin down)	0.2856 / 0.2856	hartree
highest occupied orbital energy (spin up / spin down)	-0.2736 / -0.2736	hartree

2.
Molecular formula: C5H6N3S
Method: DFT, ωB97M-V/def2-TZVPD

Atoms and positions in Å:
C  1.4074  0.6166  1.9609
C  2.7567  0.4614  2.2794
C  0.8722  -0.9295  -1.5584
C  2.1925  -0.6075  0.1640
C  -1.4229  -0.0354  -1.2233
N  2.1344  -1.0915  -1.0473
N  -0.0920  -0.3592  -0.9925
N  1.1598  0.0890  0.7111
S  3.6173  -0.6160  1.2263
H  0.7353  1.2037  2.5610
H  3.2238  0.6829  3.2433
H  0.7058  -1.6113  -2.4276
H  -2.1665  -0.9380  -1.3903
H  -1.7782  0.6060  -0.3158
H  -1.6487  0.4950  -2.1404

Cartesian forces (eV/Å) of the 2 atoms listed first:
C 1.256 -0.616 -3.040
C 0.983 -1.648 0.835

ΔE to the lowest compared entry with this formula, charge and spin	346.5	kJ/mol
HOMO-LUMO gap (spin up / spin down)	0.2670 / 0.2495	hartree
total charge	+1
highest occupied orbital energy (spin up / spin down)	-0.4911 / -0.5171	hartree

3.
Molecular formula: C19H32NOsP
Method: DFT, ωB97M-V/def2-TZVPD

Atoms and positions in Å:
C  -2.7761  0.2858  -3.8340
C  -2.5186  -0.8921  -3.1398
C  -1.5529  -0.9619  -2.1199
C  -1.0098  0.2948  -1.7272
C  -1.2101  1.4784  -2.4682
C  -2.1202  1.4672  -3.5302
C  -1.4804  -2.3198  -1.4362
C  -0.2184  -3.1705  -0.9928
N  1.0982  -3.0442  -1.5363
Os  -0.9112  1.2416  0.0836
C  -0.4897  2.7485  -2.1730
P  0.7490  2.3143  -0.8500
H  -3.1024  -1.7907  -3.3902
H  -2.2965  2.3955  -4.0745
H  -3.5066  0.2789  -4.6404
H  -1.1349  3.5739  -1.8329
H  0.1101  3.1075  -3.0205
H  -2.0941  -2.2711  -0.5158
H  -2.0332  -3.0029  -2.1135
H  -0.1163  -3.1051  0.1084
C  1.1590  3.8735  -0.0714
C  2.1179  1.8545  -1.9692
H  -0.5145  -4.2110  -1.1998
C  1.3252  -2.5305  -2.8654
C  2.1125  -2.5884  -0.5924
H  -2.5592  1.7819  0.5885
H  1.8422  -3.3042  -3.4559
H  0.4129  -2.2711  -3.3982
H  2.0209  -1.6710  -2.8408
H  3.1027  -2.7158  -1.0438
H  1.9819  -1.5112  -0.3262
H  2.0693  -3.1750  0.3324
H  2.5163  2.7423  -2.4833
H  2.9122  1.3808  -1.3801
H  1.7771  1.1402  -2.7351
H  1.0126  4.7112  -0.7670
H  0.4919  3.9755  0.7938
H  2.1959  3.8188  0.2715
H  -2.1191  2.3946  0.7859
C  -1.0872  0.4866  4.7272
C  0.2070  -0.1288  4.1873
C  1.4546  0.4947  4.8195
C  0.2390  -1.6357  4.4565
C  0.2477  0.0924  2.7108
C  -0.1627  0.5648  1.6167
H  -1.1518  0.3865  5.8182
H  -1.9487  -0.0190  4.2792
H  -1.1490  1.5498  4.4688
H  1.4356  0.4209  5.9105
H  2.3348  -0.0491  4.4594
H  1.5582  1.5480  4.5376
H  -0.5814  -2.1442  3.9468
H  1.1874  -2.0511  4.0923
H  0.1730  -1.8391  5.5292

Cartesian forces (eV/Å) of the 2 atoms listed first:
C -0.291 0.550 -0.361
C 0.510 -0.598 0.123

ΔE to the lowest compared entry with this formula, charge and spin	46.3	kJ/mol
HOMO-LUMO gap (spin up / spin down)	0.2374 / 0.2053	hartree
total charge	+2
<S²>	6.0695
multiplicity	5
highest occupied orbital energy (spin up / spin down)	-0.4732 / -0.5460	hartree

4.
Molecular formula: CH6BN
Method: DFT, ωB97M-V/def2-TZVPD

Atoms and positions in Å:
B  -0.1698  -1.6594  1.0825
C  0.1483  1.0331  -0.8858
N  0.5353  0.7612  0.4755
H  -0.9237  -1.8149  0.2969
H  0.5395  -2.0712  1.7734
H  1.0450  0.7864  -1.5157
H  -0.5564  0.1429  -1.1831
H  -0.2879  2.0040  -1.0715
H  -0.3302  0.8178  1.0278

Cartesian forces (eV/Å) of the 2 atoms listed first:
B 0.934 4.465 -2.043
C 0.146 -4.058 -1.112

ΔE to the lowest compared entry with this formula, charge and spin	686.0	kJ/mol
HOMO-LUMO gap (spin up / spin down)	0.2446 / 0.2533	hartree
highest occupied orbital energy (spin up / spin down)	-0.2828 / -0.2894	hartree

5.
Molecular formula: C12H14N3
Method: DFT, ωB97M-V/def2-TZVPD

Atoms and positions in Å:
C  -2.1190  0.1162  -1.2500
C  0.6232  4.3246  0.6697
C  0.9663  3.8418  -0.5649
C  -0.4553  3.7953  1.4676
C  0.1247  2.8369  -1.0699
C  -1.1173  2.6794  0.9445
C  -0.8666  2.2562  -0.3566
C  -1.4741  1.1315  -0.8678
C  0.5258  -3.2637  1.3574
C  0.9739  -3.1318  -0.9392
C  -0.2255  -1.8844  1.1963
C  0.6610  -1.6304  -0.9288
N  -2.5301  -0.9705  -1.6983
N  1.5128  -3.5925  0.3399
N  -0.1825  -1.2307  0.1669
H  1.1310  5.0167  1.3140
H  1.7019  4.2309  -1.2694
H  -0.5307  4.1543  2.4969
H  0.4039  2.3989  -2.1068
H  -1.9377  2.2460  1.3951
H  0.9825  -3.4272  2.3545
H  -0.2574  -4.0560  1.4458
H  0.1492  -3.7367  -1.2363
H  1.6932  -3.1830  -1.7421
H  -2.9599  -1.6070  -1.0214
H  -0.9380  -1.7106  2.0251
H  1.5065  -1.0156  -0.8027
H  0.2392  -1.3617  -1.9030
H  2.3987  -3.2270  0.5833

Cartesian forces (eV/Å) of the 2 atoms listed first:
C -0.765 -2.692 -0.481
C -1.036 -0.336 2.599

ΔE to the lowest compared entry with this formula, charge and spin	458.2	kJ/mol
HOMO-LUMO gap (spin up / spin down)	0.1697 / 0.1690	hartree
total charge	+1
highest occupied orbital energy (spin up / spin down)	-0.4175 / -0.4171	hartree

6.
Molecular formula: C5H12O
Method: DFT, ωB97M-V/def2-TZVPD

Atoms and positions in Å:
C  -0.8481  -2.0217  0.4576
C  -1.5139  -0.6867  0.0924
C  -0.6546  0.3569  -0.5700
C  0.1701  2.2205  -0.0763
O  0.5781  0.6576  0.3652
C  1.8466  0.1178  -0.0481
H  -0.4274  -2.5110  -0.4311
H  -0.0345  -1.8659  1.1769
H  -1.5576  -2.7185  0.9203
H  -1.9939  -0.2708  0.9920
H  -2.3349  -0.8688  -0.6191
H  -0.1791  -0.0418  -1.4810
H  0.0913  2.4972  -1.1325
H  1.0745  2.6696  0.3624
H  -0.7213  2.5467  0.4596
H  2.6203  0.3685  0.6852
H  1.7617  -0.9737  -0.1265
H  2.1227  0.5241  -1.0270

Cartesian forces (eV/Å) of the 2 atoms listed first:
C 0.097 -0.082 0.022
C -0.027 -0.050 0.018

ΔE to the lowest compared entry with this formula, charge and spin	573.3	kJ/mol
HOMO-LUMO gap	0.2741	hartree
highest occupied orbital energy	-0.2383	hartree